No. 1
ORCA calculation (ωB97M-V with the def2-TZVPD basis set) on C5H8N2S in the gas phase.

Geometry as XYZ:
```
16
Properties=species:S:1:pos:R:3:forces:R:3
C 1.074169 -0.934955 0.099458 3.171 -1.098 -1.158
C -2.196300 0.014703 0.006116 -1.774 -0.049 0.027
C -1.117850 -0.095199 -1.010487 2.586 -0.637 -3.438
C -1.291219 -0.316752 1.168712 3.196 1.668 2.570
C -0.101039 -0.448711 0.088990 -3.862 0.229 1.412
N 2.240200 -1.286527 -0.128165 -0.708 0.809 0.739
N 2.426958 1.545855 0.100800 0.059 0.072 0.008
S 3.339177 0.301372 -0.024666 -0.796 -0.776 -2.932
H -2.770678 0.917702 -0.104697 -0.212 0.508 0.790
H -2.884945 -0.824128 -0.071165 -0.292 0.117 -0.360
H -1.321678 -0.947130 -1.724071 0.420 0.554 0.787
H -0.734861 0.713659 -1.779666 -1.169 -0.855 2.025
H -0.976258 0.498331 1.988204 -0.967 -1.174 -2.063
H -1.515082 -1.169643 1.858891 0.035 0.284 -1.216
H 2.446155 1.848862 1.070028 0.110 0.132 0.099
H 3.383250 0.182557 -1.538276 0.202 0.215 2.710
```
Forces are in eV/Å.

## Properties
- Largest force on an atom: 4.43 eV Å⁻¹
- Highest occupied orbital energy: -0.3036 Ha
- ΔE to the lowest compared entry with this formula, charge and spin: 5.611 eV
- Lowest unoccupied orbital energy: 0.557 eV
- HOMO-LUMO gap: 8.819 eV

Mulliken atomic charge list, values in e, 6 entries: atom 1 (C): 0.7189, atom 2 (C): -0.4185, atom 3 (C): -0.5350, atom 4 (C): -0.6368, atom 5 (C): 0.0342, atom 6 (N): -0.7046

***

No. 2
ORCA calculation (ωB97M-V with the def2-TZVPD basis set) on C5H8N2S in the gas phase.

Geometry as XYZ:
```
16
Properties=species:S:1:pos:R:3:forces:R:3
S -1.044020 -0.780889 2.389378 1.091 0.037 -2.736
C 0.088057 -1.767524 1.161753 0.537 -1.314 1.022
C 0.891765 -0.860241 0.204639 2.375 -1.002 -0.224
C 0.307181 0.339597 -0.416858 -0.603 0.232 -0.266
C -0.303359 0.516473 -1.680311 1.062 0.079 2.394
C -0.774292 1.851688 -1.613695 1.900 -0.532 2.480
N -0.379963 2.473610 -0.440093 -1.464 -1.112 -1.858
N 0.237647 1.509200 0.268477 -1.022 -0.304 -3.897
H -1.314235 0.096423 1.297698 -0.082 -1.028 1.657
H 0.939101 -2.400586 1.687184 -2.091 1.344 -0.448
H -0.540490 -2.549554 0.625266 0.580 1.325 0.567
H 1.175685 -1.531820 -0.649388 -0.058 0.465 0.694
H 1.909853 -0.582152 0.698223 -1.792 -0.382 -0.647
H -0.215734 -0.286589 -2.414255 -0.644 0.670 -0.021
H -1.417437 2.283584 -2.310602 -0.533 1.214 -0.879
H 0.440242 1.688781 1.192585 0.745 0.308 2.161
```
Forces are in eV/Å.

## Properties
- Largest force on an atom: 4.04 eV Å⁻¹
- Highest occupied orbital energy: -0.3348 Ha
- Structure (SMILES): SCCc1ccn[nH]1
- ΔE to the lowest compared entry with this formula, charge and spin: 1.769 eV
- Lowest unoccupied orbital energy: 0.735 eV
- HOMO-LUMO gap: 9.845 eV

Mulliken atomic charge list, values in e, 6 entries: atom 1 (S): -0.2683, atom 2 (C): -0.4657, atom 3 (C): -0.5317, atom 4 (C): 0.3269, atom 5 (C): -0.4954, atom 6 (C): -0.5315

***

No. 3
ORCA calculation (ωB97M-V with the def2-TZVPD basis set) on C5H8N2S in the gas phase.

Geometry as XYZ:
```
16
Properties=species:S:1:pos:R:3:forces:R:3
C 1.642350 1.879261 -0.080953 0.371 -1.365 0.016
N 0.377399 1.155896 0.076574 0.482 -1.530 0.481
C 0.297820 -0.099727 0.370552 -1.336 1.100 0.115
C 1.321201 -1.118360 0.718333 0.676 0.414 -0.011
S 2.601260 -1.388149 -0.240723 -0.511 -0.173 0.615
N -1.026960 -0.652893 0.600651 0.579 0.390 -0.550
C -2.088445 -0.011471 -0.125197 0.374 0.716 -1.938
C -1.745229 -1.428810 -0.449946 -0.479 0.286 1.169
H 1.824346 1.903015 -1.152038 0.301 -0.108 -0.199
H 2.523378 1.373459 0.415116 -0.831 0.730 -0.426
H 1.542144 2.924621 0.190111 -0.168 -0.050 0.503
H 1.133271 -1.619985 1.700524 0.238 0.202 -0.955
H -2.986739 0.213128 0.447505 0.214 0.155 -0.294
H -1.742392 0.691306 -0.983887 -0.902 -0.858 1.980
H -2.414610 -2.225470 -0.105097 0.579 0.220 0.045
H -1.258799 -1.595815 -1.381524 0.414 -0.128 -0.551
```
Forces are in eV/Å.

## Properties
- Largest force on an atom: 2.34 eV Å⁻¹
- Highest occupied orbital energy: -0.3272 Ha
- Structure (SMILES): C/N=C(\C=S)N1CC1
- ΔE to the lowest compared entry with this formula, charge and spin: 3.147 eV
- Lowest unoccupied orbital energy: -0.855 eV
- HOMO-LUMO gap: 8.048 eV

Mulliken atomic charge list, values in e, 6 entries: atom 1 (C): -0.7790, atom 2 (N): -0.4476, atom 3 (C): 0.7185, atom 4 (C): -0.3986, atom 5 (S): -0.1525, atom 6 (N): -0.3063

***

No. 4
ORCA calculation (ωB97M-V with the def2-TZVPD basis set) on C5H8N2S in the gas phase.

Geometry as XYZ:
```
16
Properties=species:S:1:pos:R:3:forces:R:3
C 1.124351 1.114284 -0.876208 2.817 1.223 1.391
C 0.949006 -0.080708 -0.264380 2.134 -0.775 -0.596
C 2.170362 -0.922620 0.423348 0.294 2.857 0.864
N -0.238646 -0.764785 -0.565818 1.962 -1.280 -1.181
C -1.253753 -0.138575 -0.219290 -3.457 1.960 3.084
N -1.291333 0.978395 0.629768 1.705 1.070 1.478
C -2.599299 -0.691589 -0.448828 -4.668 -2.670 0.738
S -4.239380 -0.079035 -0.073918 4.925 -1.289 -1.142
H 2.022536 1.776998 -0.431836 -1.868 -1.610 -1.661
H 0.531248 1.534162 -1.730118 0.222 -0.483 1.416
H 2.091351 -1.327357 1.465684 -0.870 -0.008 -1.135
H 3.056031 -0.212978 0.595156 -1.320 -0.566 -0.608
H 2.567639 -1.648666 -0.272058 -0.422 -0.371 -0.146
H -0.338771 1.224272 1.015635 -1.600 -0.307 -0.961
H -1.972428 1.121537 1.399992 0.076 -0.786 -1.536
H -2.578920 -1.883328 -0.647128 0.070 3.034 -0.007
```
Forces are in eV/Å.

## Properties
- Largest force on an atom: 5.43 eV Å⁻¹
- Highest occupied orbital energy: -0.3238 Ha
- Structure (SMILES): C=C(C)/N=C(\N)C=S
- ΔE to the lowest compared entry with this formula, charge and spin: 3.835 eV
- Lowest unoccupied orbital energy: -1.507 eV
- HOMO-LUMO gap: 7.303 eV

Mulliken atomic charge list, values in e, 6 entries: atom 1 (C): -0.5154, atom 2 (C): 0.2725, atom 3 (C): -1.0357, atom 4 (N): -0.4296, atom 5 (C): 0.6417, atom 6 (N): -0.4705

***

No. 5
ORCA calculation (ωB97M-V with the def2-TZVPD basis set) on a gas-phase ion, C5H8N3O2 (charge +1).

Geometry as XYZ:
```
18
Properties=species:S:1:pos:R:3:forces:R:3
C 0.093527 1.965397 0.098449 -0.289 -0.870 -0.325
C 0.831589 1.466600 1.083343 -0.752 1.198 -0.385
C -0.785776 -0.141475 -1.134154 3.236 -0.594 1.394
C 1.126613 -0.932564 0.703487 -1.771 2.044 -2.074
C -0.626511 1.290739 -1.111185 0.294 1.571 1.533
N 1.303636 0.190701 1.382024 0.348 -0.561 2.131
N -1.804222 -0.887862 -1.252800 0.985 1.803 -0.639
N 1.801251 -2.016931 0.813546 0.663 -3.085 -1.381
O -1.892968 -2.075006 -0.712346 -1.132 -1.747 0.748
O -2.656979 -0.421780 -2.014663 -1.460 -0.344 -0.345
H 0.054046 3.053266 0.013037 -0.288 -0.379 0.301
H 1.173035 2.160065 1.847548 0.081 0.069 -0.350
H -1.741500 1.491083 -0.956260 1.222 0.955 -0.858
H -0.018745 1.849850 -1.881731 -1.498 -1.241 -0.353
H 1.704962 0.288953 2.347624 0.097 -1.228 -1.278
H -2.864214 -2.272031 -0.773731 0.710 -0.101 -0.064
H 1.742964 -2.814929 0.079901 -0.408 2.092 1.780
H 2.559294 -2.194076 1.467909 -0.037 0.418 0.165
```
Forces are in eV/Å.

## Properties
- Largest force on an atom: 3.57 eV Å⁻¹
- Highest occupied orbital energy (alpha / beta): -0.4723 / -0.4743 Ha
- ΔE to the lowest compared entry with this formula, charge and spin: 9.005 eV
- Net charge: +1
- Lowest unoccupied orbital energy (alpha / beta): -5.970 / -5.545 eV
- HOMO-LUMO gap (alpha / beta): 6.882 / 7.360 eV

Mulliken atomic charge list, values in e, 6 entries: atom 1 (C): -0.6524, atom 2 (C): -0.0534, atom 3 (C): -0.0880, atom 4 (C): 0.0534, atom 5 (C): 0.0145, atom 6 (N): -0.1610

***

No. 6
ORCA calculation (ωB97M-V with the def2-TZVPD basis set) on 2 unconnected molecules or ions with the total composition C5H8N3OP.

Geometry as XYZ:
```
18
Properties=species:S:1:pos:R:3:forces:R:3
C 0.207655 2.427465 -0.962387 1.022 0.808 0.090
C -0.496210 3.384271 0.829024 0.755 2.311 -0.612
C 0.314631 -3.496482 -0.282243 0.725 1.559 1.482
C 0.129384 -2.492057 -1.280662 0.774 -0.526 -0.045
C -0.334622 1.032514 1.112509 -0.164 0.706 -1.264
N 0.276802 3.730931 -1.135092 0.060 -1.703 -1.744
N -0.191914 4.334168 -0.067056 -1.166 0.219 3.219
N -0.214459 2.193704 0.324779 -0.261 -3.001 0.377
O -0.307147 -1.654744 1.612622 -0.088 3.830 -1.335
P -0.051953 -0.561913 0.482082 1.350 -3.095 0.562
H 0.693543 1.718250 -1.591900 -0.208 -0.479 -0.298
H -0.708213 3.357628 1.871270 -0.573 1.088 0.458
H 1.399213 -3.780457 -0.247734 -1.344 -0.539 0.393
H 0.102783 -2.691091 0.665560 0.718 -2.388 -0.863
H -0.532278 -4.172561 -0.110571 0.757 -0.342 -0.304
H 1.018714 -2.025657 -1.692606 -0.508 0.138 -0.258
H -0.826253 -2.393875 -1.675189 -1.313 0.527 -1.209
H -0.479676 1.089906 2.147594 -0.538 0.888 1.351
```
Forces are in eV/Å.

## Properties
- Multiplicity: 3
- Largest force on an atom: 4.06 eV Å⁻¹
- Highest occupied orbital energy (alpha / beta): -0.2336 / -0.3742 Ha
- ΔE to the lowest compared entry with this formula, charge and spin: 1.751 eV
- Lowest unoccupied orbital energy (alpha / beta): -0.880 / -2.951 eV
- HOMO-LUMO gap (alpha / beta): 5.478 / 7.232 eV

Mulliken atomic charge list, values in e, 6 entries: atom 1 (C): -0.0304, atom 2 (C): -0.0467, atom 3 (C): -0.4834, atom 4 (C): -0.9831, atom 5 (C): -0.0530, atom 6 (N): -0.3441

***

No. 7
ORCA calculation (ωB97M-V with the def2-TZVPD basis set) on C5H8N4 in the gas phase.

Geometry as XYZ:
```
17
Properties=species:S:1:pos:R:3:forces:R:3
C 2.662760 -0.650580 -0.129079 1.606 -1.219 -0.292
N 1.783204 0.036262 0.430133 -0.988 1.034 0.203
N 0.983343 0.797536 -0.393083 0.275 -0.146 -0.268
C -0.226746 1.253948 0.185928 -0.042 -0.537 -0.089
C -1.571831 0.764634 -0.278516 -0.793 -1.862 -0.858
C -1.576951 -0.596509 -0.993593 1.181 0.893 1.213
N -1.062102 -1.533354 -0.279739 -0.918 -0.466 -0.564
N -0.947544 -1.151923 1.033231 -0.342 2.412 -1.162
C -1.027444 0.328584 1.067809 -0.812 0.314 1.465
H 2.730341 -0.688608 -1.227034 0.227 -0.100 0.243
H 3.398125 -1.215390 0.495194 -0.839 0.507 -0.647
H 0.983305 0.533951 -1.390125 -0.117 0.091 0.736
H -0.299684 2.293723 0.511941 0.403 -0.235 -0.016
H -2.406533 1.423571 -0.496780 0.257 0.133 0.347
H -1.863626 -0.785788 -2.011141 -0.040 0.014 -0.210
H -0.183695 -1.608734 1.468814 0.815 -0.139 0.476
H -1.374922 0.798681 2.006045 0.130 -0.694 -0.577
```
Forces are in eV/Å.

## Properties
- Largest force on an atom: 2.70 eV Å⁻¹
- Highest occupied orbital energy: -0.3114 Ha
- Structure (SMILES): C=NN[C@H]1[C@H]2C=NN[C@H]21
- ΔE to the lowest compared entry with this formula, charge and spin: 3.066 eV
- Lowest unoccupied orbital energy: 1.053 eV
- HOMO-LUMO gap: 9.526 eV

Mulliken atomic charge list, values in e, 6 entries: atom 1 (C): -0.3343, atom 2 (N): -0.3800, atom 3 (N): -0.1146, atom 4 (C): -0.4729, atom 5 (C): -0.2675, atom 6 (C): -0.2624

***

No. 8
ORCA calculation (ωB97M-V with the def2-TZVPD basis set) on C5H8N4OS in the gas phase.

Geometry as XYZ:
```
19
Properties=species:S:1:pos:R:3:forces:R:3
C -3.090997 1.070186 -0.094746 -1.125 -0.288 -0.645
N -2.546715 -0.271403 -0.056070 0.027 -2.730 1.116
C -1.181101 -0.585373 -0.068655 -0.248 1.879 0.637
N -0.249401 0.363615 0.000470 -1.787 -2.178 0.232
C 0.965682 -0.257590 0.111478 1.600 -1.236 -0.689
C 2.198697 0.607373 0.000710 2.810 -0.796 -0.291
N 1.944653 1.899048 -0.132314 -5.944 1.225 1.322
O 3.413985 0.263947 -0.060084 -2.307 -0.975 0.315
C 0.996655 -1.657997 0.061064 1.055 2.387 -0.555
N 2.154438 -2.395132 -0.265989 1.745 -0.941 4.566
S -0.580776 -2.278853 -0.066575 -1.186 1.116 -0.066
H -3.212726 1.641863 0.873053 0.537 -0.755 -0.847
H -4.144500 0.957824 -0.558749 1.733 0.480 0.599
H -2.390467 1.535895 -0.791853 -0.558 0.822 0.197
H -3.132507 -1.032205 0.355255 0.740 1.198 -0.691
H 2.583150 2.624432 -0.072241 1.900 0.825 0.074
H 0.951328 2.188121 0.226696 2.457 -0.734 -1.317
H 2.414883 -3.018017 0.680112 -0.942 1.522 -3.224
H 2.905722 -1.655732 -0.141570 -0.509 -0.819 -0.733
```
Forces are in eV/Å.

## Properties
- Largest force on an atom: 6.21 eV Å⁻¹
- Highest occupied orbital energy: -0.2868 Ha
- Structure (SMILES): CNc1nc(C(N)=O)c(N)s1
- ΔE to the lowest compared entry with this formula, charge and spin: 1.073 eV
- Lowest unoccupied orbital energy: 0.491 eV
- HOMO-LUMO gap: 8.295 eV

Mulliken atomic charge list, values in e, 6 entries: atom 1 (C): -0.7472, atom 2 (N): -0.2252, atom 3 (C): 0.3702, atom 4 (N): -0.5215, atom 5 (C): 0.0785, atom 6 (C): 0.3578